C49H51AsGeN10O3PSTi | the ωB97M-V functional and the def2-TZVPD basis

ORCA input file:
```
! wB97M-V def2-TZVPD RIJCOSX def2/J DEFGRID3
* xyz 0 2
Ti -0.31 0.00 -0.90
C -0.27 -6.44 -3.78
N -0.31 -5.08 -4.29
C -0.11 -4.72 -5.60
C -0.25 -3.35 -5.63
N -0.52 -2.87 -4.39
C -0.55 -3.93 -3.60
P -0.86 -3.91 -1.81
C -2.13 -2.61 -1.81
N -2.01 -1.29 -1.80
C -3.25 -0.78 -2.06
C -4.13 -1.80 -2.22
N -3.42 -2.96 -2.05
C -4.00 -4.29 -2.11
C 0.66 -3.07 -1.26
N 1.01 -1.80 -1.35
C 2.36 -1.73 -1.19
C 2.85 -2.98 -1.00
N 1.78 -3.83 -1.04
C 1.86 -5.25 -0.74
H -0.13 -7.12 -4.62
H -1.20 -6.69 -3.28
H 0.56 -6.58 -3.09
H 0.10 -5.44 -6.36
H -0.17 -2.70 -6.49
H -3.41 0.28 -2.11
H -5.19 -1.80 -2.43
H -4.83 -4.36 -1.41
H -3.25 -5.02 -1.84
H -4.36 -4.49 -3.12
H 2.88 -0.79 -1.17
H 3.85 -3.33 -0.78
H 2.36 -5.39 0.21
H 2.41 -5.77 -1.52
H 0.86 -5.66 -0.67
C 2.34 5.88 0.84
O 1.21 6.76 0.85
C 0.34 6.67 -0.19
C 0.53 5.85 -1.30
C -0.44 5.80 -2.29
C -1.61 6.54 -2.17
C -1.75 7.41 -1.10
C -0.79 7.47 -0.11
N -2.72 6.51 -3.08
N -3.14 5.46 -3.61
C -2.57 4.18 -3.34
C -2.12 3.45 -4.41
C -1.37 2.28 -4.26
C -1.05 1.80 -3.00
O -0.24 0.81 -2.75
C -1.70 2.44 -1.89
N -1.53 1.84 -0.69
C -1.92 2.45 0.40
C -2.65 3.65 0.37
C -2.94 4.22 -0.84
C -2.43 3.64 -2.03
H 2.83 6.04 1.80
H 3.03 6.14 0.04
H 2.02 4.84 0.74
H 1.40 5.21 -1.38
H -0.28 5.14 -3.13
H -2.64 8.03 -1.05
H -0.91 8.13 0.75
H -2.29 3.85 -5.40
H -0.95 1.78 -5.12
H -1.66 1.98 1.35
H -2.97 4.11 1.29
H -3.53 5.12 -0.90
O 1.16 2.92 -0.06
S 1.58 1.49 -0.28
N 0.76 0.40 0.77
C 6.43 -0.88 1.02
C 5.65 -1.89 1.55
C 4.32 -1.65 1.88
C 3.74 -0.39 1.68
C 4.55 0.62 1.15
C 5.87 0.38 0.83
Ge 1.84 -0.11 2.16
C 1.70 1.27 3.55
C 1.06 1.06 4.77
C 0.90 2.09 5.69
C 1.38 3.36 5.39
C 2.01 3.59 4.18
C 2.17 2.56 3.26
C 1.34 -1.86 2.91
C 0.68 -2.81 2.13
C 0.42 -4.09 2.60
C 0.82 -4.45 3.88
C 1.49 -3.52 4.68
C 1.75 -2.25 4.19
H 7.47 -1.06 0.77
H 6.07 -2.87 1.72
H 3.73 -2.46 2.29
H 4.14 1.60 0.98
H 6.48 1.18 0.42
H 0.66 0.08 5.02
H 0.40 1.90 6.63
H 1.26 4.17 6.10
H 2.37 4.58 3.93
H 2.62 2.77 2.30
H 0.36 -2.53 1.13
H -0.10 -4.81 1.98
H 0.62 -5.44 4.26
H 1.81 -3.79 5.67
H 2.29 -1.55 4.82
C -3.99 -0.15 1.32
As -2.21 -0.95 1.40
C -2.84 -2.82 1.51
C -1.88 -0.58 3.29
H -4.62 -0.57 2.10
H -4.44 -0.34 0.35
H -3.92 0.93 1.46
H -3.75 -2.91 0.93
H -2.09 -3.51 1.11
H -3.04 -3.10 2.55
H -2.82 -0.60 3.84
H -1.41 0.39 3.39
H -1.21 -1.33 3.71
*
```

The calculation puts the gap between HOMO and LUMO (spin up / spin down) at 0.2109 / 0.2104 Eh. The energy above the lowest of the compared OMol25 structures with the same formula, charge and spin comes out at 0.000 eV. The LUMO energy (spin up / spin down) comes out at -0.003 / -0.003 Ha. Its HOMO energy (spin up / spin down) is -5.81 / -5.80 eV.